Entry 1:
DFT (ωB97M-V with the def2-TZVPD basis set) results for 2 unconnected molecules or ions with the total composition C4H10O2S.

Last column: Löwdin charge in e.
Atoms and positions in Å:
S1 2.4362 -0.8262 0.9608  0.654
C1 2.5513 1.6881 -0.2674  -0.191
C2 2.0023 0.9407 0.9398  -0.648
H1 1.8127 -1.1459 -0.1932  -0.151
H2 3.6491 1.5918 -0.3126  0.069
H3 2.2945 2.7587 -0.2012  0.071
H4 2.1237 1.2807 -1.1990  0.069
H5 2.4382 1.3373 1.8769  0.064
H6 0.9024 1.0441 1.0100  0.062
O1 -1.4567 -0.4167 -1.5888  0.055
O2 -3.1019 -1.6121 -0.5776  -0.071
C3 -2.3775 -1.1965 -1.6299  -0.355
C4 -2.6980 -1.0451 0.6743  -0.066
H7 -2.7605 -1.6851 -2.5476  0.148
H8 -3.3629 -1.4613 1.4497  0.096
H9 -2.7966 0.0535 0.6790  0.098
H10 -1.6564 -1.3059 0.9269  0.095

Forces on the atoms, in the same order (eV/Å):
-0.1671 -0.0030 -0.2226
0.1236 0.0673 -0.1395
-0.2654 0.2075 0.3660
0.1028 0.0533 0.2041
-0.4376 0.0389 -0.0322
0.0785 -0.3573 -0.0730
0.1820 0.1969 0.3255
-0.2525 -0.1701 -0.4303
0.5776 -0.0394 -0.0192
-0.6705 -0.5821 0.0196
0.3811 0.2998 -0.1803
0.2383 0.1814 -0.0591
0.0397 0.1855 0.9483
0.1693 0.1977 0.3010
0.2444 0.1067 -0.5323
0.0479 -0.4607 -0.1936
-0.3921 0.0777 -0.2822

Properties
Frontier orbital gap, eV: 9.725
HOMO energy, eV: -8.9
SMILES string: COC=O.CCS
Relative energy (zero: lowest compared OMol25 entry of this formula, charge and spin), kcal/mol: 21.52
Multiplicity: 1

---

Entry 2:
DFT (ωB97M-V with the def2-TZVPD basis set) results for 4 unconnected molecules or ions with the total composition C4H10O3.

Last column: Löwdin charge in e.
Atoms and positions in Å:
O1 -1.4983 1.0505 -0.5717  0.013
C1 -0.8893 2.0436 -0.9630  -0.380
C2 -0.6092 2.4080 -2.2873  0.117
C3 -0.8180 -2.5631 0.9618  -0.102
C4 -0.2503 -1.9524 2.0181  -0.075
O2 2.1588 -0.0982 1.3289  -0.478
H1 -0.5765 2.8306 -0.2507  0.116
H2 -1.1067 1.9644 -3.1437  0.069
H3 0.0098 3.2794 -2.4607  0.057
H4 -1.7261 -3.1496 1.1051  0.018
H5 -0.5416 -2.1749 -0.0218  0.030
H6 -0.8486 -1.8764 2.9229  0.030
H7 0.6539 -1.3500 1.8738  0.002
H8 3.0657 0.1910 1.2340  -0.128
H9 0.2350 0.0515 -0.7046  -0.059
H10 1.6573 -0.3277 -0.0786  -0.035
O3 1.0842 -0.3268 -0.9625  -0.196

Forces on the atoms, in the same order (eV/Å):
-0.1229 0.3584 -0.3996
-0.3836 0.3146 1.0860
-0.1254 0.2011 -1.1313
-0.0735 1.2245 0.7107
-0.6948 0.0808 -1.1129
-0.1056 -0.1586 -0.1373
0.1717 -0.3505 0.2953
0.2172 -0.2713 0.1853
0.0138 -0.0764 0.0084
0.0235 0.1620 -0.2729
0.3781 -1.0283 -0.0187
0.6142 -0.5836 0.4724
-0.2243 0.1045 0.2501
0.2820 0.0804 0.0473
0.4537 -0.3723 0.1262
-0.4825 0.3996 0.1851
0.0586 -0.0848 -0.2940

Properties
Frontier orbital gap (alpha / beta), eV: 7.028 / 4.742
Total charge: -1
HOMO energy (alpha / beta), eV: -3.5 / -3.5
Relative energy (zero: lowest compared OMol25 entry of this formula, charge and spin), kcal/mol: 37.38
⟨S²⟩: 0.7672
Multiplicity: 2

---

Entry 3:
DFT (ωB97M-V with the def2-TZVPD basis set) results for 2 unconnected molecules or ions with the total composition C4H10O3.

Last column: Löwdin charge in e.
Atoms and positions in Å:
C1 1.2059 2.4774 -0.7700  -0.613
O1 1.2334 3.1935 -1.8933  -0.375
C2 0.0895 1.4244 -0.4882  -0.263
C3 0.1043 0.5932 0.7684  -0.235
C4 -0.7203 -0.6904 0.6233  -0.326
O2 -0.0464 -1.8061 0.0861  -0.060
H1 1.0671 3.1681 0.2289  0.082
H2 2.1237 1.9436 -0.5395  0.057
H3 -0.8938 1.9374 -0.5372  0.101
H4 0.1806 0.8007 -1.3953  0.108
H5 -0.1064 1.1740 1.6756  0.098
H6 1.1297 0.1778 0.9247  0.116
H7 -1.2015 -0.7755 1.6220  0.101
H8 -1.5914 -0.4936 -0.0123  0.100
H9 -0.5648 -2.6097 0.2410  0.075
H10 -1.2506 -4.8664 -0.4068  -0.252
O3 -0.7590 -5.6482 -0.1274  -0.713

Forces on the atoms, in the same order (eV/Å):
-0.7225 1.7641 2.3077
-0.4878 -0.5802 0.0342
-0.4454 0.7247 -1.8077
2.0255 -1.1769 -0.6472
-1.9013 1.0519 0.7058
0.3621 0.2766 0.6602
0.4002 -0.5109 -0.9224
0.9616 -0.5401 0.0986
0.3059 -0.1358 -0.2164
-0.4387 -0.3219 0.3755
-0.3587 -0.1736 -0.2232
-0.2690 0.4765 0.0033
0.4776 -1.1286 -0.1004
-0.0238 0.2686 -0.2368
0.2319 0.0185 -0.0603
-0.0429 -0.0273 -0.0986
-0.0746 0.0144 0.1277

Properties
Frontier orbital gap, eV: 6.555
Total charge: -2
HOMO energy, eV: -0.3
Relative energy (zero: lowest compared OMol25 entry of this formula, charge and spin), kcal/mol: 27.60
Multiplicity: 1

---

Entry 4:
DFT (ωB97M-V with the def2-TZVPD basis set) results for 3 unconnected molecules or ions with the total composition C4H10O3.

Last column: Löwdin charge in e.
Atoms and positions in Å:
C1 -0.8985 -1.4492 1.2441  0.058
C2 -0.5025 -0.3914 0.5245  -0.432
O1 0.6927 0.2286 0.6909  0.041
C3 -1.3573 0.2050 -0.4992  -0.122
C4 -0.9545 1.1837 -1.3214  0.021
H1 -0.2627 -2.1274 1.7968  0.056
H2 -1.9536 -1.6881 1.3208  0.058
H3 1.0941 0.0995 1.5406  0.051
H4 -2.4243 0.0714 -0.3751  0.106
H5 0.0485 1.5629 -1.4457  0.059
H6 -1.7218 1.7153 -1.8724  0.057
H7 1.8518 -0.9016 4.1695  0.037
H8 1.3125 0.3532 3.5494  0.055
O2 1.3569 -0.5999 3.4251  -0.028
H9 1.9024 0.4121 -4.5818  0.024
H10 0.7801 0.5206 -3.6411  0.014
O3 1.0362 0.8054 -4.5251  -0.055

Forces on the atoms, in the same order (eV/Å):
-0.4426 -0.3442 0.0776
-0.1032 -0.6679 0.7532
0.2587 0.4838 -1.6242
0.3772 1.8906 0.4770
-0.7919 -0.1707 0.0241
0.2805 0.6294 0.3492
0.0569 -0.1676 -0.6684
0.0372 -0.8973 0.6142
0.0201 -0.5454 -0.2127
0.1888 -0.2505 0.2716
0.1051 -0.1477 -0.2780
0.6042 -0.4776 0.7496
-0.1097 0.0969 0.1856
-0.4478 0.5806 -0.7496
0.5892 -0.1000 -0.4078
-0.4263 0.1415 0.0541
-0.1965 -0.0539 0.3844

Properties
Frontier orbital gap, eV: 8.691
HOMO energy, eV: -8.3
SMILES string: C=CC(=C)O.O.O
Relative energy (zero: lowest compared OMol25 entry of this formula, charge and spin), kcal/mol: 53.61
Multiplicity: 1